No. 1
C3H7O3Yb | wB97M-V/def2-TZVPD

```
14
Properties=species:S:1:pos:R:3
O -0.2628 1.5369 0.4431
C -1.1402 1.0919 -0.2840
C -1.1981 -0.3564 -0.6168
O -0.1397 -1.0069 0.0462
C -0.1158 -2.4298 -0.1087
Yb 1.3832 0.3150 1.2162
H -1.9761 1.7280 -0.6161
H -2.1765 -0.7500 -0.2886
H 0.9288 -2.7450 -0.0359
H -0.7043 -2.8923 0.6936
H -0.5246 -2.7036 -1.0895
O 3.4424 0.2153 1.5861
H -1.1138 -0.4793 -1.7218
H 4.0899 -0.3947 1.2356
```

Relative energy (zero: lowest compared OMol25 entry of this formula, charge and spin), kJ/mol: 0.00
HOMO (spin up / spin down), Eh: -0.713 / -0.710
Spin multiplicity: 2
⟨S²⟩: 0.75
LUMO level (spin up / spin down), eV: -9.9 / -11.3
Total charge: +2

Mulliken population analysis, charges in e, atoms 1 to 4: -0.4282, 0.0934, -0.3101, -0.2086


No. 2
C16H17N | wB97M-V/def2-TZVPD

```
34
Properties=species:S:1:pos:R:3
C 1.0945 5.0778 1.2356
C 2.0578 3.9210 1.3329
C 3.1155 3.7219 2.1478
N 3.6727 2.4504 1.9766
C 2.9079 1.8411 0.9712
C 2.9359 0.4760 0.6420
C 1.8500 -0.0262 -0.0222
C 0.8133 0.8221 -0.4779
C 0.8506 2.1761 -0.2616
C 1.8932 2.6893 0.5527
H 0.3820 5.0324 2.0644
H 0.4298 4.9101 0.3909
H 1.6038 6.0326 1.2444
H 3.4183 4.3571 2.9665
H 4.6600 2.3782 1.8721
H 3.7104 -0.2137 0.9539
H 1.7498 -1.0823 -0.2366
H 0.0476 0.2837 -1.0176
H 0.0866 2.8538 -0.6179
C -3.9169 -4.3721 -2.2968
C -2.9098 -3.5505 -1.4845
C -1.6816 -3.1180 -1.9796
C -0.7916 -2.4919 -1.1191
C -1.1571 -2.1757 0.1871
C -2.4283 -2.4585 0.6169
C -3.3017 -3.1883 -0.2041
H -4.0374 -3.9149 -3.2800
H -4.8974 -4.3844 -1.8299
H -3.5274 -5.3733 -2.4028
H -1.4047 -3.1380 -3.0243
H 0.1618 -2.1641 -1.5069
H -0.3986 -1.7415 0.8247
H -2.6996 -2.1940 1.6323
H -4.2895 -3.4362 0.1500
```

Relative energy (zero: lowest compared OMol25 entry of this formula, charge and spin), kJ/mol: 71.15
HOMO, Eh: -0.295
Spin multiplicity: 1
SMILES: Cc1c[nH]c2ccccc12.Cc1ccccc1
LUMO level, eV: 1.0
Total charge: 0

Mulliken population analysis, charges in e, atoms 1 to 4: -1.2736, 0.5844, -0.6354, -0.2497


No. 3
C24H45N4OP | wB97M-V/def2-TZVPD

```
75
Properties=species:S:1:pos:R:3
C 8.2051 -1.2644 1.4274
O 6.8184 -1.0441 1.4321
C 6.4503 0.3211 1.5306
C 5.8769 0.8563 0.2240
C 4.4237 0.4736 -0.0076
C 3.4231 1.3006 0.7971
C 2.0570 1.3417 0.1230
C 1.1683 2.4724 0.6423
C -0.3261 2.2593 0.3349
C -1.2580 2.7538 1.4571
P -2.7371 1.6150 1.7763
C -4.1933 0.5143 2.2679
C -4.2573 -0.8627 1.5511
C -5.4495 -0.8332 0.5945
N -5.5479 -2.0704 -0.2315
H 8.4082 -2.3134 1.6186
H 8.7297 -0.6812 2.1880
H 8.6488 -1.0245 0.4552
H 7.3202 0.9268 1.7887
H 5.7337 0.4505 2.3452
H 6.4680 0.4089 -0.5752
H 6.0470 1.9324 0.1924
H 4.3037 -0.5949 0.1599
H 4.2137 0.6294 -1.0664
H 3.7898 2.3223 0.8957
H 3.2687 0.8549 1.7786
H 1.5213 0.3981 0.2350
H 2.2137 1.4955 -0.9443
H 1.3156 2.6071 1.7137
H 1.4752 3.3969 0.1553
H -0.5485 2.8619 -0.5409
H -0.5275 1.2077 0.1178
H -1.6557 3.7427 1.2292
H -0.6888 2.8515 2.3798
H -1.8963 0.7999 2.6271
H -2.8613 1.2783 0.3975
H -3.4813 2.7512 2.2583
H -5.1030 1.0579 2.0194
H -4.1487 0.3519 3.3426
H -3.3376 -1.1372 1.0322
H -4.5069 -1.6188 2.2898
H -6.3652 -0.8079 1.1740
H -5.3814 0.0168 -0.0802
H -4.6095 -2.2565 -0.5784
H -5.7521 -2.8318 0.4100
C -5.7588 -0.2606 -2.8545
C -6.4961 -0.2497 -4.0698
C -5.8606 0.6040 -4.9326
N -4.7679 1.1137 -4.2878
C -4.6977 0.5914 -3.0226
H -5.9805 -0.8316 -1.9596
H -7.3916 -0.8082 -4.2857
H -6.0902 0.8904 -5.9447
H -4.1186 1.7695 -4.6809
H -3.8992 0.8699 -2.3544
C -1.6661 -3.7756 4.6924
C -0.4998 -4.1968 4.0001
C -0.1142 -3.1653 3.1868
N -1.0001 -2.1379 3.3629
C -1.9489 -2.4998 4.2814
H -2.2336 -4.3449 5.4094
H -0.0035 -5.1487 4.0868
H 0.7107 -3.0745 2.5009
H -0.9630 -1.2554 2.8840
H -2.7423 -1.8266 4.5588
C 2.2032 -0.4842 -3.5080
C 3.3079 -1.0018 -4.2360
C 3.7234 -0.0229 -5.0990
N 2.9114 1.0639 -4.9217
C 1.9848 0.7928 -3.9523
H 1.6364 -0.9908 -2.7448
H 3.7470 -1.9802 -4.1368
H 4.5225 -0.0066 -5.8200
H 2.9845 1.9281 -5.4262
H 1.2537 1.5288 -3.6637
```

HOMO, Eh: -0.298
Spin multiplicity: 1
SMILES: COCCCCCCCC[PH3]CCCN.c1cc[nH]c1.c1cc[nH]c1.c1cc[nH]c1
LUMO level, eV: 0.5
Total charge: 0

Mulliken population analysis, charges in e, atoms 1 to 4: -0.7321, -0.3214, -0.5399, -0.9164


No. 4
C2H3NO2S | wB97M-V/def2-TZVPD

```
9
Properties=species:S:1:pos:R:3
C -0.8013 0.2721 -1.6064
C -0.5878 0.9030 -0.4774
S -0.5675 1.8131 0.7780
H -1.7037 0.1864 -2.0242
H 0.0869 0.0059 -2.1651
O 1.8658 0.4933 0.5515
N 2.5662 1.0529 -0.1942
O 2.1079 0.9273 -1.5220
H 2.7574 1.4835 -1.9249
```

Relative energy (zero: lowest compared OMol25 entry of this formula, charge and spin), kJ/mol: 504.33
HOMO, Eh: -0.309
Spin multiplicity: 1
SMILES: C=C=S.O=NO
LUMO level, eV: 0.1
Total charge: 0

Mulliken population analysis, charges in e, atoms 1 to 4: -0.5093, 0.2264, -0.3139, 0.3516


No. 5
C30H48FNO3SSiSm | wB97M-V/def2-TZVPD

```
86
Properties=species:S:1:pos:R:3
Sm -0.0612 1.0278 -0.8950
C -2.3037 2.9123 -3.2522
C -3.4726 3.0783 -2.2709
C -4.4976 4.0463 -2.8563
C -4.0380 1.7101 -1.9140
C -5.1630 1.2109 -2.5589
C -5.5989 -0.0874 -2.3314
C -4.8924 -0.9040 -1.4664
C -3.7676 -0.4384 -0.7877
C -3.0545 -1.3985 0.1496
C -1.5689 -1.5948 -0.1736
C -3.2524 -1.0430 1.6278
C -3.3621 0.8840 -0.9956
N -2.2071 1.4041 -0.3405
C -2.3891 2.4103 0.6094
C -3.5702 2.6340 1.3292
C -3.6502 3.6177 2.3031
C -2.5588 4.4222 2.6088
C -1.3772 4.2450 1.9050
C -1.3552 3.2776 0.9403
F -0.1412 3.1098 0.2210
H -1.8756 3.8764 -3.5354
H -2.6282 2.3965 -4.1576
H -1.5007 2.3113 -2.8182
H -3.0819 3.5414 -1.3657
H -4.8076 3.7553 -3.8625
H -4.0645 5.0454 -2.9260
H -5.3865 4.1061 -2.2267
H -5.7060 1.8374 -3.2569
H -6.4783 -0.4636 -2.8415
H -5.2182 -1.9264 -1.3046
H -3.5232 -2.3691 -0.0159
H -0.9766 -0.8401 0.3414
H -1.3861 -1.5909 -1.2532
H -1.2008 -2.5431 0.2151
H -2.8615 -0.0473 1.8458
H -2.7403 -1.7629 2.2743
H -4.3116 -1.0517 1.8890
H -4.4275 2.0104 1.1020
H -4.5820 3.7539 2.8384
H -2.6235 5.1841 3.3742
H -0.5012 4.8576 2.0844
C 2.6345 0.5271 2.8762
C 1.3547 0.0053 2.2456
C 1.0790 -1.4304 2.6645
C 0.1960 0.9100 2.6054
O 1.4624 0.0807 0.7716
Si 2.5534 -0.7521 -0.2538
S 2.1602 0.2248 -2.0863
O 1.9436 -2.2574 -0.2504
C 2.0148 -3.4341 -1.1003
C 2.0828 -4.6187 -0.1562
C 0.7422 -3.4805 -1.9342
C 3.2289 -3.3941 -2.0151
O 3.9941 -0.4931 0.3672
C 5.4133 -0.7819 0.3845
C 6.0382 0.3033 1.2455
C 5.6195 -2.1476 1.0152
C 5.9601 -0.7003 -1.0301
H 2.4542 0.7054 3.9376
H 2.9403 1.4663 2.4105
H 3.4499 -0.1878 2.7772
H 1.1055 -1.4919 3.7537
H 1.8291 -2.1127 2.2627
H 0.0962 -1.7620 2.3249
H -0.0328 0.8267 3.6684
H -0.7110 0.6275 2.0628
H 0.4428 1.9514 2.3994
H 1.2304 -4.6064 0.5282
H 3.0020 -4.5859 0.4338
H 2.0636 -5.5549 -0.7191
H -0.1277 -3.7141 -1.3156
H 0.8274 -4.2510 -2.7026
H 0.5890 -2.5219 -2.4327
H 4.1512 -3.3724 -1.4356
H 3.1931 -2.5214 -2.6752
H 3.2498 -4.2892 -2.6387
H 5.6663 0.2490 2.2704
H 5.8030 1.2881 0.8372
H 7.1231 0.1846 1.2652
H 5.2480 -2.1495 2.0421
H 6.6832 -2.3942 1.0348
H 5.0969 -2.9273 0.4595
H 5.7432 0.2804 -1.4581
H 5.5269 -1.4624 -1.6762
H 7.0425 -0.8402 -1.0158
```

HOMO (spin up / spin down), Eh: -0.393 / -0.395
Spin multiplicity: 6
⟨S²⟩: 8.77
LUMO level (spin up / spin down), eV: -4.1 / -2.8
Total charge: +1

Mulliken population analysis, charges in e, atoms 1 to 4: 0.8613, -0.7510, 1.7331, -1.9794